(1)
This record from OMol25 describes a single C19H22N4O4S2 molecule at a distorted geometry. The level of theory is ωB97M-V with the def2-TZVPD basis set.

ORCA input file:
```
! wB97M-V def2-TZVPD RIJCOSX def2/J DEFGRID3
* xyz 0 1
C -4.454 3.402 -4.545
C -3.234 4.126 -3.980
O -2.002 3.486 -4.260
C -1.763 2.266 -3.615
C -1.423 2.428 -2.117
C -0.976 1.152 -1.526
N -1.564 0.562 -0.567
N -0.965 -0.583 -0.211
C 0.148 -0.919 -0.924
N 0.847 -1.987 -0.755
C 0.438 -2.836 0.224
C -0.640 -2.578 1.018
C -1.445 -1.398 0.860
O -2.424 -1.068 1.480
H -0.935 -3.250 1.806
C 1.236 -4.094 0.336
H 1.232 -4.612 -0.624
H 0.849 -4.745 1.118
S 3.010 -3.803 0.666
C 2.948 -3.457 2.453
C 2.058 -2.263 2.763
O 1.182 -2.329 3.595
N 2.368 -1.179 2.011
C 1.640 0.006 1.855
C 2.079 0.918 0.896
C 1.352 2.059 0.636
C 0.160 2.310 1.318
C -0.253 1.422 2.304
C 0.485 0.283 2.575
H 0.148 -0.404 3.333
H -1.160 1.585 2.860
O -0.523 3.425 0.934
C -1.792 3.650 1.504
H -2.186 4.535 1.005
H -1.720 3.847 2.578
H -2.458 2.800 1.332
H 1.680 2.765 -0.111
H 2.983 0.718 0.338
H 3.119 -1.303 1.341
H 2.578 -4.336 2.983
H 3.978 -3.262 2.752
S 0.458 0.298 -2.127
H -2.294 2.769 -1.556
H -0.629 3.173 -2.023
H -2.612 1.578 -3.722
H -0.899 1.838 -4.133
H -3.134 5.104 -4.456
H -3.355 4.279 -2.899
H -5.327 4.042 -4.449
H -4.296 3.177 -5.597
H -4.651 2.475 -4.013
*
```

lowest unoccupied orbital energy	0.2	eV
HOMO-LUMO gap	8.20	eV
SMILES string	CCOCCc1nn2c(=O)cc(CSCC(=O)Nc3ccc(OC)cc3)nc2s1

***

(2)
This record from OMol25 describes 2 unconnected molecules or ions with the total composition C19H22N4O6S2 at a distorted geometry. The level of theory is ωB97M-V with the def2-TZVPD basis set.

ORCA input file:
```
! wB97M-V def2-TZVPD RIJCOSX def2/J DEFGRID3
* xyz 0 1
O -1.576 -4.238 -1.617
O -1.587 -0.452 -1.702
O 1.849 4.076 -0.859
O 1.776 2.070 0.525
N -0.945 4.966 0.977
O 4.104 -2.765 3.940
O -6.380 4.128 1.630
S -1.518 2.419 0.672
C -0.363 -4.391 -1.634
C -0.779 -1.272 -2.125
C -0.412 3.783 0.709
C -3.169 5.893 1.427
C 2.304 -1.572 2.891
C 3.917 -2.826 1.552
C -4.540 5.648 1.586
C -4.179 3.285 1.191
C 1.634 -1.187 1.713
C 3.246 -2.436 0.376
C -2.311 4.827 1.152
C 3.448 -2.394 2.810
C -5.044 4.349 1.470
C -2.811 3.535 1.033
C 2.100 -1.620 0.457
N -0.696 -1.451 -3.451
N 0.505 -3.396 -1.455
N 2.191 4.343 1.541
C 0.218 -5.763 -1.885
C 0.246 -2.260 -4.223
C 1.365 -1.194 -0.801
C 0.109 -2.024 -1.106
S 1.358 3.469 0.382
H 3.724 -2.364 4.721
H -6.577 3.189 1.488
H -2.764 6.895 1.513
H 1.947 -1.230 3.850
H 4.799 -3.446 1.504
H -5.223 6.462 1.803
H -4.554 2.272 1.091
H 0.768 -0.541 1.769
H 3.621 -2.752 -0.586
H -1.371 -0.912 -3.971
H 1.486 -3.614 -1.454
H 1.806 5.277 1.506
H 3.150 4.340 1.225
H 0.799 -5.749 -2.804
H 0.850 -6.045 -1.045
H -0.599 -6.478 -1.980
H 1.254 -2.162 -3.819
H 0.252 -1.921 -5.260
H -0.061 -3.307 -4.202
H 1.069 -0.152 -0.682
H 2.044 -1.237 -1.654
H -0.480 -2.075 -0.189
*
```

lowest unoccupied orbital energy	-0.3	eV
HOMO-LUMO gap	8.16	eV
SMILES string	CNC(=O)[C@H](Cc1ccc(O)cc1)NC(C)=O.NS(=O)(=O)c1nc2ccc(O)cc2s1

***

(3)
This record from OMol25 describes a molecular structure, C19H22N6O4SSn. The level of theory is ωB97M-V with the def2-TZVPD basis set.

ORCA input file:
```
! wB97M-V def2-TZVPD RIJCOSX def2/J DEFGRID3
* xyz 2 1
Sn -1.172 -0.378 -2.096
N 3.793 5.619 0.023
C 3.252 4.420 -0.111
C 2.150 4.232 -1.007
C 1.616 2.988 -1.161
C 2.151 1.913 -0.428
C 3.220 2.079 0.471
C 3.773 3.313 0.632
S 1.521 0.272 -0.722
O 2.389 -0.638 -0.052
O 1.374 0.182 -2.166
N -0.008 0.232 -0.220
C -0.237 0.229 1.155
N 0.701 0.769 1.932
C 0.493 0.730 3.242
C -0.654 0.184 3.797
C -1.584 -0.304 2.903
N -1.390 -0.290 1.581
H 3.451 6.414 -0.498
H 4.579 5.776 0.640
H 1.767 5.079 -1.562
H 0.795 2.818 -1.845
H 3.591 1.216 1.005
H 4.606 3.471 1.304
H 1.267 1.160 3.867
H -0.816 0.156 4.863
H -2.522 -0.727 3.245
N -3.124 -0.470 -0.727
C -4.044 0.685 -0.882
C -3.577 1.884 -0.066
C -2.297 2.470 -0.587
O -1.707 3.326 0.210
O -1.760 2.240 -1.656
H -3.620 -1.321 -0.982
H -2.800 -0.560 0.246
H -5.045 0.414 -0.548
H -4.102 0.948 -1.939
H -3.458 1.625 0.988
H -4.337 2.669 -0.109
C 0.774 -6.484 -0.507
C 0.302 -5.098 -0.809
C 0.858 -4.338 -1.833
C 0.376 -3.072 -2.089
N -0.620 -2.521 -1.378
C -1.158 -3.242 -0.382
C -0.733 -4.513 -0.075
H 1.689 -6.722 -1.044
H 0.009 -7.207 -0.797
H 0.948 -6.608 0.562
H 1.667 -4.729 -2.436
H 0.800 -2.468 -2.883
H -1.943 -2.771 0.194
H -1.204 -5.050 0.737
*
```

lowest unoccupied orbital energy (spin up / spin down)	-8.6 / -8.9	eV
HOMO-LUMO gap (spin up / spin down)	5.98 / 5.75	eV

***

(4)
This record from OMol25 describes a single C19H22N6OS molecule at a distorted geometry. The level of theory is ωB97M-V with the def2-TZVPD basis set.

ORCA input file:
```
! wB97M-V def2-TZVPD RIJCOSX def2/J DEFGRID3
* xyz 0 1
C 1.401 0.004 4.390
C 0.597 0.560 3.506
C 0.678 0.322 2.025
N -0.620 0.051 1.462
C -1.540 1.012 1.160
N -2.618 0.489 0.648
N -2.425 -0.835 0.605
C -1.245 -1.110 1.092
C -0.729 -2.502 1.184
C -0.346 -2.900 2.613
C 0.068 -4.368 2.650
C 1.229 -4.622 1.693
C 0.847 -4.222 0.271
C 0.438 -2.753 0.220
H 1.297 -2.134 0.488
H 0.135 -2.479 -0.793
H 1.688 -4.393 -0.404
H 0.014 -4.841 -0.067
H 1.508 -5.677 1.720
H 2.097 -4.040 2.014
H 0.355 -4.644 3.667
H -0.781 -4.992 2.361
H 0.479 -2.286 2.973
H -1.198 -2.734 3.277
H -1.567 -3.132 0.865
S -1.261 2.719 1.402
C -2.042 3.270 -0.136
N -1.164 3.047 -1.263
N -0.332 2.013 -1.164
N 0.452 1.699 -2.070
C 0.498 2.420 -3.239
C 1.390 2.038 -4.247
C 1.449 2.770 -5.410
C 0.633 3.888 -5.594
C -0.250 4.277 -4.612
C -0.327 3.545 -3.426
C -1.252 3.913 -2.359
O -2.023 4.847 -2.358
H -0.893 5.135 -4.729
H 0.697 4.448 -6.514
H 2.135 2.479 -6.192
H 2.012 1.172 -4.084
H -2.253 4.338 -0.066
H -2.966 2.696 -0.246
H 1.053 1.231 1.537
H 1.354 -0.502 1.797
H -0.181 1.248 3.809
H 1.320 0.215 5.442
H 2.187 -0.677 4.101
*
```

lowest unoccupied orbital energy	-0.1	eV
HOMO-LUMO gap	8.52	eV
SMILES string	C=CCn1c(SCn2nnc3ccccc3c2=O)nnc1C1CCCCC1

***

(5)
This record from OMol25 describes a single C19H22O5 molecule. The level of theory is ωB97M-V with the def2-TZVPD basis set.

ORCA input file:
```
! wB97M-V def2-TZVPD RIJCOSX def2/J DEFGRID3
* xyz 0 1
C 1.471 4.159 -2.994
O 0.687 3.762 -1.892
C -0.016 2.594 -1.900
C -0.840 2.424 -0.790
C -1.622 1.300 -0.622
C -1.610 0.308 -1.590
C -0.783 0.457 -2.695
C 0.018 1.577 -2.874
O 0.850 1.730 -3.955
C 0.902 0.706 -4.918
H 1.629 1.042 -5.656
H -0.067 0.561 -5.406
H 1.239 -0.241 -4.484
H -0.765 -0.338 -3.424
C -2.395 -0.967 -1.417
C -1.394 -1.912 -0.773
O -0.787 -2.738 -1.412
C -1.161 -1.656 0.674
C -2.229 -1.691 1.565
C -2.029 -1.446 2.902
C -0.754 -1.174 3.403
C 0.332 -1.190 2.516
C 0.127 -1.405 1.149
C 1.282 -1.311 0.198
H 2.150 -0.884 0.694
H 1.014 -0.675 -0.645
H 1.534 -2.294 -0.197
O 1.630 -0.996 2.978
C 2.336 -2.204 3.180
H 3.337 -1.919 3.501
H 1.862 -2.817 3.957
H 2.399 -2.795 2.262
O -0.717 -0.927 4.737
C 0.406 -0.312 5.334
H 0.772 0.523 4.735
H 0.052 0.052 6.299
H 1.220 -1.022 5.498
H -2.850 -1.458 3.602
H -3.222 -1.926 1.210
H -2.711 -1.367 -2.380
H -3.254 -0.799 -0.772
H -2.239 1.198 0.257
H -0.840 3.212 -0.054
H 1.842 5.150 -2.734
H 0.879 4.222 -3.910
H 2.315 3.486 -3.157
*
```

lowest unoccupied orbital energy	0.8	eV
HOMO-LUMO gap	8.72	eV
SMILES string	COc1ccc(CC(=O)c2ccc(OC)c(OC)c2C)cc1OC

***

(6)
This record from OMol25 describes a molecular structure, C19H23AsN2O2PrS at a distorted geometry. The level of theory is ωB97M-V with the def2-TZVPD basis set.

ORCA input file:
```
! wB97M-V def2-TZVPD RIJCOSX def2/J DEFGRID3
* xyz 1 3
Pr 0.193 0.042 -0.225
O 1.850 1.361 0.002
C 3.135 1.154 0.330
C 3.872 2.181 0.907
C 5.189 1.976 1.281
C 5.815 0.745 1.080
C 5.095 -0.268 0.487
C 3.757 -0.091 0.102
C 3.164 -1.239 -0.592
N 1.977 -1.353 -1.058
C 1.574 -2.549 -1.810
C 0.169 -2.993 -1.404
N -0.740 -1.846 -1.456
C -1.752 -1.825 -2.228
C -2.668 -0.687 -2.435
C -3.559 -0.818 -3.505
C -4.428 0.197 -3.852
C -4.397 1.372 -3.108
C -3.533 1.522 -2.035
C -2.668 0.496 -1.671
O -1.851 0.635 -0.609
H 3.388 3.139 1.049
H 5.739 2.795 1.729
H 6.845 0.591 1.370
H 5.566 -1.228 0.298
H 3.858 -2.069 -0.755
H 2.280 -3.371 -1.674
H 1.564 -2.291 -2.870
H 0.191 -3.362 -0.378
H -0.162 -3.810 -2.049
H -1.974 -2.716 -2.825
H -3.550 -1.742 -4.074
H -5.111 0.080 -4.682
H -5.066 2.186 -3.361
H -3.527 2.432 -1.449
C -0.716 2.141 1.993
As -1.141 0.400 2.717
C -2.972 0.031 2.407
C -0.956 0.643 4.587
S 0.164 -1.214 2.183
H -1.256 2.815 2.655
H -1.056 2.308 0.975
H 0.354 2.303 2.078
H -3.557 0.813 2.888
H -3.172 -0.933 2.866
H -3.159 0.007 1.339
H -1.668 1.398 4.914
H 0.060 0.958 4.803
H -1.158 -0.312 5.061
*
```

⟨S²⟩	2.0021
lowest unoccupied orbital energy (spin up / spin down)	-2.8 / -2.8	eV
HOMO-LUMO gap (spin up / spin down)	8.12 / 8.17	eV

***

(7)
This record from OMol25 describes a molecular structure, C19H23Br4F6MgNO9S2Si at a distorted geometry. The level of theory is ωB97M-V with the def2-TZVPD basis set.

ORCA input file:
```
! wB97M-V def2-TZVPD RIJCOSX def2/J DEFGRID3
* xyz -2 1
Mg 0.873 -0.597 0.466
C 0.625 -3.671 0.714
O 1.367 -2.651 0.057
C 1.350 -2.788 -1.363
C 2.112 -1.640 -1.975
O 1.413 -0.411 -1.763
C 2.143 0.673 -2.316
C 1.559 2.023 -1.935
O 1.977 2.551 -0.705
C 3.317 2.962 -0.673
H 1.155 -4.625 0.631
H 0.543 -3.374 1.757
H -0.374 -3.767 0.285
H 1.833 -3.727 -1.654
H 0.322 -2.781 -1.729
H 3.102 -1.563 -1.518
H 2.221 -1.827 -3.050
H 3.186 0.609 -1.991
H 2.111 0.587 -3.410
H 1.812 2.729 -2.743
H 0.474 1.928 -1.857
H 3.511 3.747 -1.423
H 3.497 3.364 0.322
H 4.014 2.135 -0.836
Br 6.980 0.202 3.637
C 5.141 -0.109 3.285
C 4.251 -0.356 4.311
Br 4.835 -0.302 6.118
C 2.901 -0.638 4.011
Br 1.657 -1.071 5.379
C 2.400 -0.640 2.707
O 1.185 -0.930 2.388
C 3.323 -0.302 1.630
O 2.847 -0.243 0.431
C 4.666 -0.104 1.957
Br 5.848 0.141 0.482
C -3.211 2.679 -1.555
Si -2.736 2.951 0.246
C -4.189 2.471 1.328
C -2.405 4.797 0.465
C -1.252 2.026 0.790
C -0.211 1.235 0.849
H -4.137 3.204 -1.816
H -3.361 1.614 -1.748
H -2.422 3.032 -2.226
H -4.995 3.208 1.278
H -3.876 2.363 2.369
H -4.586 1.502 1.010
H -3.290 5.391 0.212
H -1.582 5.128 -0.175
H -2.131 5.020 1.499
F -3.625 -0.620 2.065
C -3.013 -1.538 1.292
F -3.933 -2.456 0.993
F -2.055 -2.117 2.004
S -2.300 -0.642 -0.240
O -0.901 -1.204 -0.317
O -1.420 0.727 1.585
N -3.173 -1.404 -1.425
S -2.704 -2.780 -2.006
O -1.801 -2.693 -3.129
O -2.440 -3.844 -1.066
C -4.298 -3.284 -2.810
F -4.197 -4.550 -3.248
F -4.588 -2.518 -3.873
F -5.344 -3.232 -1.975
*
```

lowest unoccupied orbital energy	4.1	eV
HOMO-LUMO gap	5.73	eV

***

(8)
This record from OMol25 describes a molecular structure, C19H23Cl2MgN5OS. The level of theory is ωB97M-V with the def2-TZVPD basis set.

ORCA input file:
```
! wB97M-V def2-TZVPD RIJCOSX def2/J DEFGRID3
* xyz 0 1
Mg 0.165 0.540 -1.287
Cl 1.214 -2.165 0.566
C 1.737 -2.574 2.196
Cl 1.928 -1.129 3.234
H 2.699 -3.070 2.157
H 0.988 -3.202 2.664
C -2.128 4.239 1.399
N -2.473 2.841 1.191
C -3.186 2.046 2.072
C -3.300 0.826 1.509
N -2.661 0.895 0.290
C -2.151 2.127 0.092
S -1.258 2.669 -1.257
H -2.082 4.430 2.466
H -2.863 4.884 0.920
H -1.151 4.426 0.962
H -3.529 2.419 3.020
H -3.767 -0.075 1.861
H -2.588 0.143 -0.392
C 1.863 -2.564 -3.626
C 0.436 -2.994 -3.465
C -0.037 -4.129 -4.095
C -1.361 -4.547 -3.966
C -2.210 -3.782 -3.181
C -1.774 -2.635 -2.534
C -2.728 -1.840 -1.700
C -0.421 -2.186 -2.643
N 0.053 -1.107 -2.017
H 2.389 -3.206 -4.336
H 2.395 -2.586 -2.670
H 1.914 -1.527 -3.972
H 0.647 -4.709 -4.709
H -1.715 -5.439 -4.467
H -3.248 -4.085 -3.066
H -3.726 -2.282 -1.701
H -2.805 -0.813 -2.090
H -2.368 -1.790 -0.661
N 2.353 3.040 4.508
C 1.562 3.030 3.406
O 0.460 3.545 3.376
C 2.128 2.344 2.196
C 3.480 2.162 1.950
C 3.872 1.491 0.803
C 2.897 1.024 -0.057
N 1.591 1.232 0.156
C 1.222 1.878 1.258
H 1.956 3.426 5.349
H 3.129 2.410 4.598
H 4.225 2.549 2.634
H 4.915 1.322 0.580
H 3.150 0.460 -0.947
H 0.163 2.033 1.423
*
```

lowest unoccupied orbital energy	-0.6	eV
HOMO-LUMO gap	4.14	eV